The following is a quantum chemistry calculation of a gas-phase ion, C4H11N2 (charge +1), from the Open Molecules 2025 dataset.

ΔE to the lowest compared entry with this formula, charge and spin in kcal per mole: 35.5
Lowest unoccupied orbital energy in eV: -3.44
Electronic energy in eV: -7299.409
Gap between HOMO and LUMO in eV: 10.8

ORCA input file:
```
! wB97M-V def2-TZVPD RIJCOSX def2/J DEFGRID3
* xyz 1 1
C 0.00 2.20 -0.83
C 0.78 0.89 -0.64
C 0.16 -0.13 0.27
N -1.29 -0.39 0.08
C 0.80 -1.20 0.72
N 0.07 -2.36 1.15
H -1.05 1.97 -1.07
H -0.04 2.88 0.02
H 0.31 2.69 -1.75
H 1.77 1.13 -0.27
H 0.90 0.45 -1.62
H -1.49 -0.06 -0.87
H -1.88 0.15 0.71
H -1.48 -1.40 0.19
H 1.88 -1.26 0.84
H 0.60 -3.18 0.90
H -0.05 -2.39 2.16
*
```

---

The following is a quantum chemistry calculation of a molecular structure, C4H4IrO5, from the Open Molecules 2025 dataset.

ΔE to the lowest compared entry with this formula, charge and spin in kcal per mole: 11.7
Lowest unoccupied orbital energy (spin up / spin down) in eV: -12.80 / -19.13
Electronic energy in eV: -17242.761
Gap between HOMO and LUMO (spin up / spin down) in eV: 8.3 / 5.5

ORCA input file:
```
! wB97M-V def2-TZVPD RIJCOSX def2/J DEFGRID3
* xyz 3 5
Ir -0.28 -0.01 -0.13
C -1.46 -1.43 0.46
O -2.12 -2.30 0.83
C -1.47 0.86 -1.36
O -2.15 1.40 -2.14
C 0.70 -1.04 -1.50
O 1.27 -1.70 -2.27
C -0.63 1.21 1.39
O -0.90 1.91 2.27
H 2.99 2.93 -0.79
H 2.50 3.24 -1.27
O 1.54 -0.85 1.26
H 2.44 -0.53 1.10
H 1.63 -1.81 1.39
*
```

---

The following is a quantum chemistry calculation of a molecular structure, C5H6BrINO, from the Open Molecules 2025 dataset.

ΔE to the lowest compared entry with this formula, charge and spin in kcal per mole: 33.9
Lowest unoccupied orbital energy in eV: -5.51
Electronic energy in eV: -86953.016
Gap between HOMO and LUMO in eV: 7.6

ORCA input file:
```
! wB97M-V def2-TZVPD RIJCOSX def2/J DEFGRID3
* xyz 1 1
C 0.37 -1.61 0.28
C 0.72 -0.85 1.46
C -0.37 -0.97 -0.71
C 0.79 0.51 1.45
C -1.08 0.25 -0.52
N 0.16 1.41 0.49
O -1.46 0.98 -1.54
Br -2.47 0.38 0.96
I 1.63 1.53 3.17
H 0.82 -2.57 0.24
H 1.44 -1.36 2.05
H -0.67 -1.26 -1.68
H -0.57 2.02 0.85
H 0.64 1.83 -0.30
H -2.11 1.60 -1.39
*
```

---

The following is a quantum chemistry calculation of a molecular structure, C24H30FeN4O2Se2, from the Open Molecules 2025 dataset.

Lowest unoccupied orbital energy (spin up / spin down) in eV: -2.10 / -3.71
Electronic energy in eV: -200505.308
Gap between HOMO and LUMO (spin up / spin down) in eV: 7.7 / 6.3

ORCA input file:
```
! wB97M-V def2-TZVPD RIJCOSX def2/J DEFGRID3
* xyz 1 2
Fe -0.39 -0.36 -0.28
C 2.35 -0.56 1.00
C 1.73 -1.71 1.76
C 0.32 -1.44 2.23
C -0.37 -2.38 2.98
C -1.63 -2.07 3.46
C -2.18 -0.82 3.17
C -1.43 0.05 2.41
N -0.18 -0.22 1.97
N 1.71 -0.22 -0.29
C 2.19 -1.10 -1.36
C 1.38 -0.84 -2.61
C 1.84 -1.18 -3.87
C 1.05 -0.90 -4.97
C -0.17 -0.27 -4.78
C -0.56 0.04 -3.49
N 0.19 -0.24 -2.42
C 2.07 1.18 -0.63
C 1.00 2.16 -0.26
C 1.29 3.49 -0.03
C 0.26 4.38 0.22
C -1.04 3.90 0.22
C -1.25 2.55 0.00
N -0.25 1.69 -0.24
H 2.30 0.33 1.63
H 3.41 -0.76 0.82
H 1.76 -2.65 1.20
H 2.35 -1.87 2.65
H 0.08 -3.35 3.18
H -2.19 -2.78 4.05
H -3.16 -0.54 3.51
H -1.80 1.04 2.18
H 3.25 -0.93 -1.56
H 2.07 -2.14 -1.05
H 2.80 -1.66 -3.98
H 1.38 -1.17 -5.96
H -0.82 -0.02 -5.61
H -1.52 0.50 -3.29
H 3.01 1.46 -0.16
H 2.23 1.25 -1.71
H 2.32 3.82 -0.04
H 0.47 5.43 0.41
H -1.88 4.55 0.40
H -2.25 2.13 0.00
O -3.31 -2.99 -2.70
C -3.98 -3.66 -1.66
C -3.51 -3.23 -0.27
C -4.43 -4.02 0.70
O -4.12 -3.82 2.07
C -3.76 -1.75 0.03
Se -2.67 -0.43 -0.92
C -2.07 -3.60 0.05
Se -0.66 -2.66 -0.92
H -3.64 -3.33 -3.54
H -3.83 -4.75 -1.74
H -5.06 -3.48 -1.72
H -4.39 -5.09 0.44
H -5.46 -3.69 0.56
H -3.52 -4.52 2.35
H -3.60 -1.58 1.10
H -4.79 -1.49 -0.21
H -1.90 -4.66 -0.16
H -1.89 -3.44 1.11
*
```

---

The following is a quantum chemistry calculation of 2 unconnected molecules or ions with the total composition C28H25N7O4, from the Open Molecules 2025 dataset.

ΔE to the lowest compared entry with this formula, charge and spin in kcal per mole: 0.0
Lowest unoccupied orbital energy in eV: -1.76
Electronic energy in eV: -48054.053
Gap between HOMO and LUMO in eV: 7.3

ORCA input file:
```
! wB97M-V def2-TZVPD RIJCOSX def2/J DEFGRID3
* xyz 0 1
C -3.01 -4.27 2.17
C -3.15 -3.11 2.92
C -2.50 -1.93 2.51
C -1.75 -1.91 1.33
C -0.98 -0.67 0.87
C -1.57 0.63 1.42
C -0.75 1.66 1.89
C -1.31 2.90 2.25
C -2.70 3.09 2.21
C -3.52 2.05 1.77
C -2.96 0.83 1.38
C 0.47 -0.87 1.33
C 0.78 -1.55 2.52
C 2.11 -1.79 2.88
C 3.15 -1.29 2.09
C 2.86 -0.57 0.93
C 1.52 -0.35 0.58
C -1.05 -0.61 -0.68
C -2.43 -0.89 -1.30
C -2.37 -0.15 -2.63
C -1.65 1.15 -2.27
N -0.64 0.69 -1.26
C -1.55 -3.11 0.62
C -2.21 -4.28 1.02
H -3.53 -5.18 2.47
H -3.75 -3.09 3.82
H -2.57 -1.03 3.13
H 0.33 1.50 2.00
H -0.65 3.71 2.56
H -3.14 4.03 2.52
H -4.61 2.16 1.74
H -3.62 0.01 1.06
H -0.03 -1.92 3.15
H 2.32 -2.37 3.78
H 4.19 -1.46 2.38
H 3.65 -0.17 0.29
H 1.28 0.21 -0.32
H -0.33 -1.33 -1.09
H -2.62 -1.97 -1.40
H -3.21 -0.46 -0.67
H -1.76 -0.72 -3.35
H -3.36 0.01 -3.06
H -1.13 1.64 -3.10
H -2.34 1.86 -1.79
H -0.38 1.44 -0.61
H -0.88 -3.13 -0.24
H -2.07 -5.18 0.43
O 3.38 -1.88 -3.29
N 2.46 -1.12 -2.92
O 1.28 -1.51 -2.73
C 2.71 0.27 -2.68
C 3.99 0.87 -2.82
C 4.21 2.17 -2.36
N 5.54 2.74 -2.45
O 5.75 3.93 -2.16
O 6.46 1.97 -2.83
C 3.12 2.90 -1.77
N 2.94 4.11 -1.22
N 1.66 4.15 -0.77
N 1.02 3.05 -1.04
N 1.89 2.23 -1.69
C 1.64 0.98 -2.17
H 4.78 0.28 -3.26
H 0.58 0.61 -2.06
*
```

---

The following is a quantum chemistry calculation of a gas-phase ion, C2H2O4P (charge -1), from the Open Molecules 2025 dataset.

ΔE to the lowest compared entry with this formula, charge and spin in kcal per mole: 40.8
Lowest unoccupied orbital energy in eV: 4.03
Electronic energy in eV: -19586.984
Gap between HOMO and LUMO in eV: 7.2

ORCA input file:
```
! wB97M-V def2-TZVPD RIJCOSX def2/J DEFGRID3
* xyz -1 1
O -1.63 -1.46 1.78
P -0.37 -0.99 1.16
O 0.95 -0.80 1.83
O -0.40 -1.04 -0.47
C 0.32 -0.09 -1.11
C 0.09 1.18 -0.63
O -0.77 1.44 0.22
H 1.26 -0.41 -1.72
H 0.55 2.19 -1.07
*
```

---

The following is a quantum chemistry calculation of a molecular structure, C17H31KN3O3, from the Open Molecules 2025 dataset.

ΔE to the lowest compared entry with this formula, charge and spin in kcal per mole: 0.0
Lowest unoccupied orbital energy in eV: -2.24
Electronic energy in eV: -45067.568
Gap between HOMO and LUMO in eV: 9.3

ORCA input file:
```
! wB97M-V def2-TZVPD RIJCOSX def2/J DEFGRID3
* xyz 1 1
K -1.15 0.27 0.11
C 1.42 -4.71 -1.38
N 0.34 -3.77 -1.62
C -0.64 -4.15 -2.63
C 0.13 -2.67 -0.88
O -0.84 -1.93 -1.05
C 1.17 -2.33 0.19
O 0.79 -1.16 0.87
C 1.67 -0.81 1.92
C 1.16 0.48 2.59
O 0.14 1.03 2.18
N 1.89 0.96 3.62
C 3.12 0.35 4.09
C 1.49 2.21 4.25
H 1.89 -4.98 -2.32
H 1.05 -5.62 -0.90
H 2.20 -4.29 -0.75
H -0.13 -4.33 -3.58
H -1.37 -3.36 -2.75
H -1.16 -5.06 -2.33
H 2.16 -2.20 -0.28
H 1.28 -3.16 0.90
H 2.68 -0.65 1.53
H 1.74 -1.62 2.65
H 3.25 -0.65 3.70
H 3.09 0.27 5.18
H 3.99 0.95 3.80
H 0.53 2.53 3.85
H 2.23 2.99 4.05
H 1.40 2.07 5.32
C 0.66 0.37 -3.38
C -0.22 1.32 -2.61
C -1.61 1.28 -2.75
C -2.43 2.15 -2.03
C -3.93 2.09 -2.18
C -1.84 3.06 -1.15
C -0.46 3.11 -0.98
C 0.16 4.05 0.02
C 0.34 2.24 -1.72
H 0.24 0.15 -4.36
H 0.77 -0.59 -2.87
H 1.66 0.78 -3.53
H -2.05 0.57 -3.44
H -4.38 1.34 -1.53
H -4.22 1.83 -3.20
H -4.39 3.04 -1.93
H -2.47 3.75 -0.61
H 0.23 3.58 1.01
H -0.42 4.96 0.14
H 1.18 4.33 -0.27
H 1.42 2.29 -1.62
N -3.25 -0.51 1.95
H -4.20 -0.26 1.72
H -3.04 -0.05 2.83
H -3.27 -1.51 2.14
*
```

---

The following is a quantum chemistry calculation of a single C10H18N2O5S molecule, from the Open Molecules 2025 dataset.

ΔE to the lowest compared entry with this formula, charge and spin in kcal per mole: 20.2
Lowest unoccupied orbital energy in eV: 0.18
Electronic energy in eV: -34715.876
Gap between HOMO and LUMO in eV: 9.1

ORCA input file:
```
! wB97M-V def2-TZVPD RIJCOSX def2/J DEFGRID3
* xyz 0 1
C -4.36 -0.46 -0.57
S -3.05 0.60 0.12
C -1.74 -0.58 0.66
C -1.27 -1.51 -0.46
C -0.01 -2.32 -0.14
N -0.27 -3.35 0.91
C 1.11 -1.33 0.20
O 1.51 -1.08 1.34
N 1.63 -0.67 -0.87
C 2.43 0.58 -0.66
C 1.78 1.68 0.23
C 0.53 2.27 -0.40
C -0.43 2.77 0.64
O -0.42 2.38 1.77
O -1.22 3.79 0.23
C 3.86 0.37 -0.11
O 4.79 0.71 -0.78
O 4.05 -0.26 1.07
H -4.65 -1.27 0.10
H -4.11 -0.75 -1.58
H -5.24 0.22 -0.73
H -0.86 0.04 1.09
H -2.22 -1.20 1.45
H -1.10 -0.94 -1.44
H -2.16 -2.22 -0.69
H 0.25 -2.89 -1.06
H -0.37 -2.81 1.78
H 0.65 -3.81 1.05
H 1.32 -0.84 -1.83
H 2.60 1.02 -1.64
H 2.53 2.45 0.44
H 1.58 1.26 1.23
H -0.04 1.56 -1.03
H 0.74 3.10 -1.10
H -1.06 3.92 -0.74
H 3.20 -0.43 1.51
*
```

---

The following is a quantum chemistry calculation of 3 unconnected molecules or ions with the total composition C5H16NO2, from the Open Molecules 2025 dataset.

ΔE to the lowest compared entry with this formula, charge and spin in kcal per mole: 41.7
Lowest unoccupied orbital energy (spin up / spin down) in eV: 0.67 / 0.60
Electronic energy in eV: -11025.710
Gap between HOMO and LUMO (spin up / spin down) in eV: 3.3 / 10.5

ORCA input file:
```
! wB97M-V def2-TZVPD RIJCOSX def2/J DEFGRID3
* xyz 0 2
C 0.72 -0.22 -0.23
C 0.11 -1.32 0.63
C -0.18 -2.54 -0.26
C -2.37 -1.64 -1.06
C -1.36 -2.49 -1.18
N 0.67 1.15 0.37
H 1.77 -0.45 -0.41
H 0.27 -0.13 -1.21
H -0.78 -0.97 1.15
H 0.81 -1.64 1.39
H 0.76 -2.69 -0.79
H -0.31 -3.44 0.36
H -2.32 -0.81 -0.36
H -3.22 -1.58 -1.72
H -1.34 -3.23 -1.97
H 0.11 1.10 1.25
H 0.07 1.81 -0.15
H 1.62 1.64 0.51
H 3.02 1.89 2.28
H 3.43 2.96 1.16
O 2.77 2.30 1.41
H -1.85 3.20 0.30
H -1.28 3.82 -1.12
O -1.12 3.28 -0.34
*
```

---

The following is a quantum chemistry calculation of a molecular structure, C2H3BeO, from the Open Molecules 2025 dataset.

ΔE to the lowest compared entry with this formula, charge and spin in kcal per mole: 52.6
Lowest unoccupied orbital energy in eV: -8.12
Electronic energy in eV: -4557.486
Gap between HOMO and LUMO in eV: 5.1

ORCA input file:
```
! wB97M-V def2-TZVPD RIJCOSX def2/J DEFGRID3
* xyz 1 1
H -0.69 0.31 -1.09
O 1.35 -0.51 -0.10
C 0.09 -0.77 -0.22
C -0.84 0.26 0.19
H -1.86 -0.11 0.32
H -0.48 1.03 0.89
Be 2.43 -0.20 0.01
*
```

---

The following is a quantum chemistry calculation of 2 unconnected molecules or ions with the total composition C4H8N2O, from the Open Molecules 2025 dataset.

ΔE to the lowest compared entry with this formula, charge and spin in kcal per mole: 71.0
Lowest unoccupied orbital energy in eV: 0.95
Electronic energy in eV: -9303.314
Gap between HOMO and LUMO in eV: 8.9

ORCA input file:
```
! wB97M-V def2-TZVPD RIJCOSX def2/J DEFGRID3
* xyz 0 1
C -0.84 -1.50 -0.65
C 0.42 0.70 -0.64
C -0.23 1.32 1.75
N 1.55 0.27 0.10
C -0.63 -0.05 -0.98
O 0.53 1.97 -1.13
N -0.70 0.46 2.39
H 0.96 2.51 -0.46
H 1.59 -0.73 0.25
H 2.42 0.63 -0.27
H -0.93 -0.42 2.81
H -1.45 0.45 -1.47
H -1.52 -1.60 0.20
H -1.28 -2.01 -1.50
H 0.09 -2.01 -0.40
*
```

---

The following is a quantum chemistry calculation of a single C6H16N2 molecule, from the Open Molecules 2025 dataset.

ΔE to the lowest compared entry with this formula, charge and spin in kcal per mole: 55.4
Lowest unoccupied orbital energy in eV: 1.01
Electronic energy in eV: -9459.672
Gap between HOMO and LUMO in eV: 9.5

ORCA input file:
```
! wB97M-V def2-TZVPD RIJCOSX def2/J DEFGRID3
* xyz 0 1
C -0.28 1.38 -3.40
N 0.38 0.17 -2.88
C 0.22 -0.10 -1.42
C -0.70 0.61 -0.40
C -0.05 0.57 0.98
C 0.29 -0.75 1.71
C -0.73 -1.37 2.66
N 1.60 -0.29 2.46
H 0.30 1.48 -4.31
H -1.35 1.28 -3.73
H -0.29 2.18 -2.64
H 0.02 -0.71 -3.35
H 1.27 -0.07 -1.10
H -0.16 -1.13 -1.33
H -1.66 0.07 -0.43
H -0.78 1.61 -0.79
H -0.53 1.31 1.64
H 0.92 1.11 0.90
H 0.62 -1.58 1.11
H -1.56 -1.91 2.12
H -1.18 -0.61 3.31
H -0.06 -2.02 3.24
H 1.29 -0.39 3.42
H 2.41 -0.84 2.22
*
```